(1)
Computed, not measured: the molecule C23H23F3N4O2, with ωB97M-V with the def2-TZVPD basis set.

E_HOMO ... -8.48 eV
Energy ... -42433.6810 eV
Energy relative to the best compared isomer or geometry (same formula, charge and spin) ... 0.0 kJ/mol
Kohn-Sham gap ... 0.3138 Eh
SMILES ... Cc1oc(-c2ccc(C(F)(F)F)cc2)nc1CN(Cc1ccccn1)C[C@@H]1CCC(=O)N1

```
! RIJCOSX wB97M-V def2-TZVPD def2/J DEFGRID3
* xyz 0 1
C 0.2833 -0.9845 3.1695
C 1.0283 -0.2872 2.0967
C 0.6520 0.6540 1.1730
N 1.7324 0.9573 0.4002
C 2.7109 0.2250 0.8542
C 4.0661 0.2016 0.3543
C 5.0266 -0.6277 0.9347
C 6.3173 -0.6371 0.4470
C 6.6551 0.1854 -0.6217
C 5.7039 1.0119 -1.2096
C 4.4141 1.0209 -0.7210
H 3.6568 1.6531 -1.1547
H 5.9800 1.6439 -2.0395
C 8.0560 0.1420 -1.1605
F 8.3919 1.2430 -1.8477
F 8.2414 -0.8958 -2.0026
F 8.9780 0.0001 -0.1936
H 7.0667 -1.2735 0.8922
H 4.7536 -1.2594 1.7654
O 2.3389 -0.5593 1.8897
C -0.6758 1.3063 0.9729
N -1.7529 0.3355 1.0928
C -1.7355 -0.6023 -0.0207
H -2.0348 -0.1258 -0.9691
C -2.6307 -1.8326 0.2276
N -3.8940 -1.7197 -0.4636
C -3.9395 -2.3790 -1.6417
O -4.8189 -2.2864 -2.4667
C -2.6944 -3.2546 -1.7330
H -2.0541 -2.8429 -2.5151
C -2.0588 -3.1413 -0.3501
H -2.3773 -3.9771 0.2733
H -0.9711 -3.1346 -0.3828
H -2.9535 -4.2738 -2.0120
H -4.4619 -0.8819 -0.3364
H -2.7911 -1.9237 1.3072
H -0.6981 -0.9263 -0.1277
C -3.0519 0.9415 1.3640
C -3.6668 1.6916 0.2056
N -4.5521 1.0127 -0.5158
C -5.1012 1.5781 -1.5760
C -4.8014 2.8704 -1.9774
C -3.8890 3.5925 -1.2240
C -3.3108 2.9975 -0.1142
H -2.6039 3.5386 0.4961
H -3.6304 4.6057 -1.4962
H -5.2686 3.2980 -2.8502
H -5.8008 0.9589 -2.1209
H -2.9244 1.6144 2.2164
H -3.7372 0.1427 1.6557
H -0.8118 2.0640 1.7512
H -0.6571 1.8145 -0.0040
H 0.4511 -2.0582 3.1077
H -0.7742 -0.7698 3.0514
H 0.6197 -0.6465 4.1495
*
```

=====

(2)
Computed, not measured: the molecule C23H23N3O2S, with ωB97M-V with the def2-TZVPD basis set.

E_HOMO ... -8.44 eV
Energy ... -43624.9159 eV
Energy relative to the best compared isomer or geometry (same formula, charge and spin) ... 99.0 kJ/mol
Kohn-Sham gap ... 0.3059 Eh
SMILES ... CCCSC1=C(C#N)[C@H](c2cccnc2)C(C(=O)OCC)=C(c2ccccc2)N1

```
! RIJCOSX wB97M-V def2-TZVPD def2/J DEFGRID3
* xyz 0 1
C -3.1494 -1.7847 2.0891
C -4.3910 -2.1502 1.2856
C -4.6621 -1.2031 0.1267
H -4.6534 -0.1616 0.4375
H -5.6232 -1.4295 -0.3358
S -3.4818 -1.4037 -1.2541
C -2.0002 -0.5766 -0.7405
C -1.8931 0.6365 -0.1572
C -2.9804 1.4615 0.1433
N -3.8372 2.1813 0.4110
C -0.5343 1.2417 0.1677
C -0.2395 2.3567 -0.8115
C -0.0863 2.0932 -2.1675
C 0.1873 3.1399 -3.0309
C 0.3013 4.4159 -2.5001
N 0.1557 4.6787 -1.2132
C -0.1108 3.6775 -0.3962
H -0.2238 3.9406 0.6475
H 0.5187 5.2685 -3.1300
H 0.3103 2.9687 -4.0893
H -0.1795 1.0825 -2.5419
C 0.5597 0.1977 0.0922
C 0.3700 -0.9708 -0.5620
N -0.8761 -1.3089 -1.0377
H -0.9988 -2.2036 -1.4893
C 1.4128 -1.9765 -0.8310
C 2.5254 -1.6482 -1.5982
C 3.4752 -2.6092 -1.8851
C 3.3234 -3.9031 -1.4130
C 2.2139 -4.2367 -0.6563
C 1.2558 -3.2800 -0.3729
H 0.3967 -3.5379 0.2310
H 2.0930 -5.2433 -0.2843
H 4.0713 -4.6501 -1.6334
H 4.3391 -2.3484 -2.4778
H 2.6394 -0.6382 -1.9623
C 1.8361 0.5146 0.7396
O 2.7583 -0.2528 0.8987
O 1.8580 1.7922 1.1643
C 3.0359 2.2295 1.8356
C 2.9953 1.8806 3.3169
H 2.1081 2.3057 3.7803
H 3.8782 2.2778 3.8092
H 2.9780 0.8004 3.4410
H 3.0613 3.3108 1.6840
H 3.9071 1.7635 1.3630
H -0.5639 1.6728 1.1758
H -4.2992 -3.1704 0.9055
H -5.2639 -2.1162 1.9425
H -3.2049 -0.7517 2.4267
H -3.0666 -2.4281 2.9615
H -2.2458 -1.9053 1.4956
*
```

=====

(3)
Computed, not measured: a structure of composition C23H23N4O8PReS, with ωB97M-V with the def2-TZVPD basis set.

E_HOMO (spin up / spin down) ... -8.23 / -8.14 eV
Energy ... -68819.2073 eV
Energy relative to the best compared isomer or geometry (same formula, charge and spin) ... 229.6 kJ/mol
Kohn-Sham gap (spin up / spin down) ... 0.2485 / 0.2628 Eh

```
! RIJCOSX wB97M-V def2-TZVPD def2/J DEFGRID3
* xyz 0 2
Re -0.4761 0.9492 1.5676
N -2.0598 2.8672 0.9959
C -1.2264 3.6954 0.1165
C 0.1016 3.8560 0.8061
O 0.7243 4.8925 0.8267
N 0.4272 2.7245 1.5238
C 1.0955 2.9556 2.8083
C 0.0658 2.5697 3.8939
O 0.1622 2.9799 5.0214
O -0.8886 1.7728 3.4346
H -2.9199 2.5849 0.5445
H -2.2487 3.3179 1.8858
H -1.6296 4.6875 -0.0776
H -1.0994 3.1604 -0.8227
H 1.3929 3.9913 2.9300
H 1.9477 2.2963 2.9549
O -0.6690 -1.2311 2.3345
S 0.7375 -1.2297 2.8114
O 0.9760 -1.8028 4.0865
O 1.1696 0.2108 2.6435
C 1.7052 -2.0611 1.6000
C 2.6652 -2.9547 2.0535
C 3.5077 -3.5604 1.1376
C 3.3786 -3.2560 -0.2090
C 2.4294 -2.3411 -0.6436
C 1.5691 -1.7148 0.2509
P 0.2685 -0.5013 -0.3008
C 1.1057 0.3264 -1.6873
C 1.3128 -0.2772 -2.9276
C 2.0489 0.3726 -3.9069
C 2.5899 1.6268 -3.6589
C 2.3821 2.2363 -2.4313
C 1.6448 1.5893 -1.4507
C -0.9250 -1.7036 -0.9979
C -1.5232 -1.4987 -2.2397
C -2.4424 -2.4132 -2.7337
C -2.7955 -3.5247 -1.9846
C -2.2232 -3.7247 -0.7354
C -1.2841 -2.8274 -0.2482
H 2.7294 -3.1576 3.1142
H 4.2641 -4.2563 1.4741
H 4.0304 -3.7275 -0.9333
H 2.3740 -2.1108 -1.6986
H 0.8923 -1.2512 -3.1434
H 2.2020 -0.1054 -4.8661
H 3.1680 2.1277 -4.4249
H 2.7945 3.2173 -2.2317
H 1.4852 2.0627 -0.4925
H -1.3082 -0.6026 -2.8040
H -2.8950 -2.2385 -3.7012
H -3.5175 -4.2353 -2.3674
H -2.5019 -4.5833 -0.1373
H -0.8341 -3.0013 0.7192
N -2.7226 0.1385 1.4611
N -3.4589 0.4768 0.3208
C -2.7592 0.7771 -0.8685
O -3.4000 0.8069 -1.9048
O -1.5183 1.0398 -0.6986
H -2.5346 -0.8571 1.5471
H -3.1767 0.4810 2.3015
H -4.3104 -0.0420 0.1625
*
```

=====

(4)
Computed, not measured: a structure of composition C23H23N6O3RhSSeTe, with ωB97M-V with the def2-TZVPD basis set.

E_HOMO (spin up / spin down) ... -13.22 / -13.21 eV
Energy ... -125774.5761 eV
Energy relative to the best compared isomer or geometry (same formula, charge and spin) ... 77.2 kJ/mol
Kohn-Sham gap (spin up / spin down) ... 0.2721 / 0.2182 Eh

```
! RIJCOSX wB97M-V def2-TZVPD def2/J DEFGRID3
* xyz 2 5
Rh 1.3074 -0.2143 0.0998
N 0.6600 -1.3769 2.0913
N -0.6476 -1.8082 1.7828
C -1.4615 -1.0695 0.9631
O -2.6470 -1.4391 0.8460
O -0.9968 -0.0570 0.3645
H 1.2653 -2.1841 2.2355
H 0.6887 -0.7932 2.9338
H -1.0840 -2.5226 2.3565
Se 6.6715 -5.7069 -1.2758
N 6.7590 -3.9854 -0.9738
C 5.5380 -3.4952 -0.8729
C 5.2267 -2.1249 -0.5915
C 6.2059 -1.1500 -0.3671
C 5.8119 0.1338 -0.0609
C 4.4504 0.4177 0.0318
N 3.5188 -0.4948 -0.1762
C 3.8703 -1.7498 -0.5087
C 2.8129 -2.7089 -0.7640
N 1.5428 -2.2602 -0.7882
C 0.5545 -3.1194 -0.9872
C 0.7691 -4.4846 -1.1728
C 2.0592 -4.9711 -1.1872
C 3.1134 -4.0689 -0.9955
C 4.4934 -4.4610 -1.0323
N 4.9233 -5.6910 -1.2425
H 7.2463 -1.4254 -0.4282
H 6.5349 0.9122 0.1214
H 4.1061 1.4083 0.2964
H -0.4508 -2.7167 -1.0053
H -0.0761 -5.1403 -1.2997
H 2.2737 -6.0190 -1.3390
C 2.0753 4.0287 -1.3981
S 1.1202 3.3311 -0.0021
C -0.4026 2.9901 -0.9528
O 1.7176 1.9677 0.2229
H 2.2189 3.2683 -2.1588
H 3.0411 4.3568 -1.0256
H 1.5291 4.8785 -1.7938
H -0.8484 3.9289 -1.2635
H -1.0978 2.4500 -0.3086
H -0.1471 2.3771 -1.8135
C -3.9654 1.1239 1.4383
Te -3.4327 0.5142 -0.5533
C -5.5161 1.0725 -0.8817
C -5.7862 2.1479 0.1177
C -6.7947 3.0828 -0.0573
C -7.0049 4.0538 0.9073
C -6.1794 4.1310 2.0258
C -5.1596 3.2093 2.2012
C -4.9771 2.2040 1.2664
H -3.1074 1.4136 2.0431
H -4.4331 0.2395 1.8850
H -6.1588 0.2020 -0.7134
H -5.6676 1.4055 -1.9077
H -7.4108 3.0546 -0.9424
H -7.8072 4.7631 0.7846
H -6.3301 4.9072 2.7605
H -4.5124 3.2669 3.0635
*
```

=====

(5)
Computed, not measured: a structure of composition C23H23N8O5SV, with ωB97M-V with the def2-TZVPD basis set.

E_HOMO (spin up / spin down) ... -12.99 / -12.99 eV
Energy ... -82888.6128 eV
Energy relative to the best compared isomer or geometry (same formula, charge and spin) ... 156.0 kJ/mol
Kohn-Sham gap (spin up / spin down) ... 0.1581 / 0.1578 Eh

```
! RIJCOSX wB97M-V def2-TZVPD def2/J DEFGRID3
* xyz 2 1
V 1.0575 -0.9388 0.0834
C 3.0522 -0.9510 4.0308
C 2.6403 -0.9174 2.6090
N 1.4265 -1.0095 2.1767
O 0.4538 -1.2722 3.1183
C 3.6255 -0.8589 1.5239
C 5.0992 -1.0243 1.6408
N 3.0316 -0.8630 0.3720
O 3.4898 -1.0576 -0.7667
H 2.2031 -0.8673 4.6997
H 3.7726 -0.1546 4.2233
H 3.5606 -1.8978 4.2335
H -0.0066 -0.4296 3.2953
H 5.4190 -1.0099 2.6786
H 5.6120 -0.2286 1.0979
H 5.4035 -1.9699 1.1868
O 0.9050 -0.5934 -1.5954
C 0.9170 0.3180 -2.5810
C 0.7868 -0.0774 -3.9058
C 0.8047 0.8988 -4.8810
C 0.9533 2.2430 -4.5371
C 1.0879 2.6175 -3.2165
C 1.0717 1.6518 -2.2041
C 1.2349 1.9721 -0.8010
N 1.2715 1.1218 0.2438
C 1.4938 1.8918 1.3721
C 1.5924 3.1895 1.0154
N 1.4214 3.2212 -0.3466
H 0.6762 -1.1255 -4.1446
H 0.7050 0.6170 -5.9200
H 0.9703 2.9968 -5.3112
H 1.2118 3.6668 -2.9833
H 1.5263 1.4812 2.3603
H 1.7501 4.0774 1.6008
H 1.4577 4.0480 -0.9202
N -5.9112 2.1961 -1.9808
C -4.9742 1.6834 -1.1575
C -5.2448 0.5312 -0.3930
C -4.2956 0.0151 0.4529
C -3.0502 0.6403 0.5553
C -2.7601 1.7810 -0.1975
C -3.7059 2.2955 -1.0461
S -1.8813 -0.0033 1.6324
O -2.4656 -0.9328 2.5376
O -1.0083 1.0229 2.1381
N -0.8229 -0.8958 0.5998
C -0.9526 -2.2590 0.5151
N -2.0633 -2.9623 0.6324
C -1.9139 -4.2746 0.5258
C -0.6830 -4.9057 0.2861
C 0.4145 -4.1054 0.1209
N 0.2687 -2.7715 0.2322
H -6.8316 1.7972 -2.0277
H -5.7493 3.0470 -2.4880
H -6.2170 0.0614 -0.4646
H -4.5057 -0.8625 1.0488
H -1.8021 2.2736 -0.0847
H -3.4971 3.1903 -1.6180
H -2.8176 -4.8645 0.6267
H -0.6103 -5.9797 0.2120
H 1.4021 -4.4839 -0.1060
*
```

=====

(6)
Computed, not measured: a cluster of 2 separate species, C23H23NO4S in total, with ωB97M-V with the def2-TZVPD basis set.

E_HOMO ... -6.79 eV
Energy ... -44735.9915 eV
Energy relative to the best compared isomer or geometry (same formula, charge and spin) ... 425.8 kJ/mol
Kohn-Sham gap ... 0.1588 Eh

```
! RIJCOSX wB97M-V def2-TZVPD def2/J DEFGRID3
* xyz 0 1
C -1.8798 -1.2164 -5.7648
O -1.8659 -0.1293 -4.8121
C -1.0941 -0.2752 -3.7057
C -1.3569 0.5957 -2.6143
C -0.7087 0.3972 -1.4247
C 0.2555 -0.6456 -1.2454
C 0.8438 -0.8004 0.0321
C 1.5969 -1.8921 0.5294
C 2.3730 -1.6828 1.7114
C 3.1528 -2.6986 2.2177
C 3.1652 -3.9682 1.5837
O 4.0153 -4.8602 2.1586
C 4.6953 -4.1574 3.2753
C 4.0928 -2.7544 3.3793
C 2.3755 -4.2299 0.4493
C 1.5967 -3.2098 -0.0481
C 0.5791 -1.4328 -2.3923
C -0.0941 -1.2731 -3.5876
H -2.6646 -0.9392 -6.4667
H -0.9148 -1.2990 -6.2825
H -2.1188 -2.1725 -5.2773
H -2.0974 1.3842 -2.7420
H -0.9324 1.0271 -0.5644
H 0.6821 0.0182 0.7325
H 2.3512 -0.7157 2.2170
H 4.5486 -4.7525 4.1838
H 5.7659 -4.1235 3.0387
H 4.8678 -1.9853 3.3203
H 3.5721 -2.6306 4.3349
H 2.4113 -5.2227 0.0057
H 0.9435 -3.4086 -0.8948
H 1.3749 -2.1735 -2.3491
H 0.1162 -1.9306 -4.4357
C -2.5466 5.6856 -0.9299
C -2.3368 4.6113 0.0945
C -1.0389 4.2034 0.4125
C -0.8120 3.2132 1.3623
C -1.9103 2.6062 1.9727
S -1.6175 1.2569 3.1289
N -1.6254 0.1209 2.0513
O -0.3010 1.5191 3.6830
O -2.7408 1.2936 4.0467
C -3.2176 3.0180 1.7015
C -3.4185 4.0127 0.7495
H -3.6097 5.8891 -1.0705
H -2.0616 6.6226 -0.6355
H -2.1219 5.4086 -1.9009
H -0.1937 4.6689 -0.0926
H 0.2001 2.9007 1.6067
H -1.8086 -0.7603 2.5421
H -4.0572 2.5508 2.2096
H -4.4299 4.3360 0.5057
*
```

=====

(7)
Computed, not measured: a structure of composition C23H24BrClN4O2ReSe, with ωB97M-V with the def2-TZVPD basis set.

E_HOMO (spin up / spin down) ... -14.28 / -14.29 eV
Energy ... -184321.8980 eV
Energy relative to the best compared isomer or geometry (same formula, charge and spin) ... 0.0 kJ/mol
Kohn-Sham gap (spin up / spin down) ... 0.2168 / 0.2268 Eh

```
! RIJCOSX wB97M-V def2-TZVPD def2/J DEFGRID3
* xyz 2 2
Re -0.3803 0.2570 -0.7722
Br -0.2832 3.6025 -2.4320
C 1.3049 2.7150 -1.9563
C 2.4823 3.3274 -2.3379
C 3.6919 2.7833 -1.9418
C 3.6752 1.6403 -1.1555
C 2.4708 1.0769 -0.8220
N 1.2699 1.5806 -1.2198
H 2.4361 4.2317 -2.9269
H 4.6229 3.2535 -2.2297
H 4.5874 1.1780 -0.8060
H 2.4408 0.1750 -0.2272
Se -1.9035 0.4590 -2.4610
C -0.2674 -0.0221 -3.3738
C 0.3620 0.8118 -4.2933
C 1.6525 0.4922 -4.6777
N 2.3317 -0.5533 -4.1898
C 1.7345 -1.3524 -3.3322
C 0.4157 -1.1429 -2.8890
H -0.1300 1.6821 -4.7077
H 2.1704 1.1054 -5.4058
H 2.2934 -2.2174 -2.9925
H -0.0659 -1.8865 -2.2715
Cl 0.5351 -7.2050 3.0487
C 0.3769 -5.6779 2.2984
C 1.3877 -4.7302 2.4567
C 1.2618 -3.5011 1.8500
C 0.1248 -3.2150 1.0864
C -0.8849 -4.1726 0.9340
C -0.7601 -5.4030 1.5402
C -0.0054 -1.9324 0.4493
O 0.8487 -0.9922 0.5133
O -1.0517 -1.6104 -0.2690
H 2.2558 -4.9732 3.0533
H 2.0370 -2.7542 1.9630
H -1.7616 -3.9432 0.3425
H -1.5279 -6.1571 1.4369
C -1.1605 2.5812 0.9240
C -1.9126 3.2189 2.1276
N -2.5684 2.1903 2.9129
C -3.5485 1.4896 2.0954
C -2.8613 0.8491 0.8549
N -1.3853 1.0977 0.9274
C -0.8717 0.5415 2.2249
C -1.5824 1.2460 3.4097
H -0.0849 2.7544 0.9870
H -1.5183 2.9632 -0.0300
H -2.6570 3.9318 1.7761
H -1.2118 3.7597 2.7616
H -4.3134 2.1946 1.7732
H -4.0384 0.7280 2.6999
H -3.2235 1.3014 -0.0694
H -3.0117 -0.2284 0.8011
H 0.2057 0.6917 2.2502
H -1.0645 -0.5281 2.2215
H -0.8599 1.7761 4.0287
H -2.0797 0.5115 4.0414
*
```

=====

(8)
Computed, not measured: a structure of composition C23H24Cl5N3O3Pd, with ωB97M-V with the def2-TZVPD basis set.

E_HOMO ... -13.97 eV
Energy ... -100930.1828 eV
Energy relative to the best compared isomer or geometry (same formula, charge and spin) ... 0.0 kJ/mol
Kohn-Sham gap ... 0.2277 Eh

```
! RIJCOSX wB97M-V def2-TZVPD def2/J DEFGRID3
* xyz 2 1
Pd -0.4897 -1.3519 -0.2250
O 1.1066 -1.9591 -1.4141
C 1.6224 -3.1586 -0.7517
C 0.4672 -4.0384 -0.3888
C 0.5146 -5.4147 -0.4082
C -0.6156 -6.1287 -0.0245
C -1.7586 -5.4417 0.3420
C -1.7440 -4.0589 0.3224
N -0.6493 -3.3738 -0.0196
H 0.8233 -2.1980 -2.3106
H 2.1374 -2.7888 0.1341
H 2.3440 -3.6463 -1.4035
H 1.4166 -5.9227 -0.7208
H -0.6019 -7.2104 -0.0284
H -2.6613 -5.9583 0.6351
H -2.6211 -3.4837 0.5792
Cl -1.8839 -0.9053 1.6141
C -3.5470 -1.0910 1.0843
C -3.9356 -0.4658 -0.0996
C -4.9231 -1.0797 -0.8723
Cl -5.1937 -0.5164 -2.4572
C -5.6679 -2.1328 -0.3349
Cl -6.9444 -2.8069 -1.2360
C -5.3971 -2.6169 0.9540
Cl -6.3874 -3.8186 1.6569
C -4.2888 -2.1360 1.6421
Cl -3.8020 -2.8317 3.1315
C 4.5549 3.3876 2.7844
C 4.0934 4.1830 1.5745
N 3.3041 3.3613 0.6471
C 4.0293 2.6074 -0.3735
C 4.2823 3.4120 -1.6403
C 1.9689 3.3777 0.7659
O 1.3361 3.9986 1.6020
C 1.1438 2.5653 -0.2110
C 0.5981 3.1439 -1.3509
C -0.3034 2.4236 -2.1187
C -0.6575 1.1508 -1.7196
N -0.1394 0.6027 -0.6101
C 0.7549 1.2825 0.1220
H 5.1256 4.0271 3.4565
H 5.1956 2.5527 2.4954
H 3.6961 3.0015 3.3337
H 4.9423 4.5787 1.0154
H 3.4738 5.0218 1.8823
H 3.4859 1.6885 -0.6006
H 4.9756 2.2994 0.0726
H 3.3592 3.5722 -2.1999
H 4.9876 2.8947 -2.2902
H 4.7025 4.3883 -1.3993
H 0.8659 4.1570 -1.6236
H -0.7499 2.8452 -3.0081
H -1.3835 0.5626 -2.2631
H 1.1196 0.8067 1.0245
C -3.2090 1.7747 0.3052
O -3.3477 0.6453 -0.5864
H -2.6827 1.5315 1.2234
H -4.1970 2.1704 0.5372
H -2.6455 2.5206 -0.2473
*
```